(1)
14
Properties=species:S:1:pos:R:3:forces:R:3 method="wB97M-V/def2-TZVPD" lumo_energy_ha=0.026 orbital_gap_ev=10.033 total_energy_ev=-19645.0603 smiles="N[C@H](CS)C(=O)O" spin_multiplicity=1 homo_energy_ev=-9.32
N 1.0493 0.1310 -1.3067 -0.065 0.136 -0.380
C 0.2638 0.2914 -0.1083 0.298 0.406 0.538
C -0.0555 -0.9522 0.7139 -0.940 0.101 -0.092
S 1.4625 -1.5768 1.4556 0.208 -0.240 -0.194
C -1.0021 1.0318 -0.4844 -0.363 -0.318 0.384
O -1.9041 0.5847 -1.1386 0.135 0.009 -0.310
O -1.0370 2.2579 0.0717 0.293 0.224 -0.401
H 0.6103 -0.4739 -1.9874 -0.008 -0.086 0.079
H 2.0060 -0.1473 -1.1528 -0.041 -0.107 0.159
H 0.7779 0.9781 0.5577 0.365 0.088 -0.013
H -0.6304 -1.6368 0.0875 0.454 -0.382 -0.029
H -0.7322 -0.6903 1.5262 -0.013 0.227 0.061
H 0.9037 -2.5625 2.1651 -0.019 -0.032 0.006
H -1.7122 2.7649 -0.3995 -0.304 -0.026 0.193

***

(2)
14
Properties=species:S:1:pos:R:3:forces:R:3 method="wB97M-V/def2-TZVPD" lumo_energy_ha=-0.056 orbital_gap_ev=7.371 total_energy_ev=-19641.0682 spin_multiplicity=1 homo_energy_ev=-8.91
O 1.2888 1.3786 0.5672 -0.859 0.334 0.380
C 1.1870 0.2136 -0.1215 3.949 1.141 3.271
O 1.9857 0.0590 -0.9954 0.462 -1.132 -1.862
C 0.4233 -0.8856 0.7047 0.208 0.445 -2.312
C -0.2943 -0.6516 -0.5974 -6.148 -2.642 1.074
S -1.8958 -0.1992 -0.4779 0.602 0.644 -0.269
N -0.2329 -0.5097 1.8822 -0.189 0.516 -0.365
H 2.1155 1.7372 0.2092 -0.272 0.407 -0.083
H 0.8815 -1.8705 0.6780 0.659 0.326 -0.082
H -0.2155 -1.1977 -1.5259 1.612 0.111 0.063
H -2.3082 1.9910 -2.0350 -0.136 0.212 0.017
H -1.7910 1.8037 -2.5221 0.125 0.105 -0.241
H 0.3465 0.0863 2.4641 0.060 -0.208 -0.004
H -1.0517 0.0392 1.5948 -0.073 -0.258 0.413

***

(3)
14
Properties=species:S:1:pos:R:3:forces:R:3 method="wB97M-V/def2-TZVPD" lumo_energy_ha=0.023 orbital_gap_ev=9.914 total_energy_ev=-19645.1621 smiles="O=C(O)NCCS" spin_multiplicity=1 homo_energy_ev=-9.28
O 0.8439 -1.0605 1.5984 -0.139 0.082 0.295
C 1.5387 -0.4909 0.8027 0.280 -0.853 -0.853
O 2.8879 -0.7280 0.6768 -0.142 -0.068 -0.059
N 1.0871 0.3270 -0.1939 -0.131 0.167 -0.648
C -0.2375 0.0326 -0.7463 -0.718 -0.244 1.240
C -1.3498 0.8780 -0.1024 1.370 -0.049 0.083
S -2.9195 0.3001 -0.7791 -0.186 0.417 0.084
H 3.0098 -1.6722 0.8764 0.050 0.486 0.389
H 1.7444 0.4787 -0.9417 0.388 0.067 0.355
H -0.5325 -0.9888 -0.4921 0.373 -0.163 -0.287
H -0.1940 0.1334 -1.8268 -0.082 0.153 -0.065
H -1.0678 1.9167 -0.2343 -0.669 0.431 -0.497
H -1.2611 0.7566 0.9777 -0.373 -0.430 -0.059
H -3.5496 0.1174 0.3846 -0.021 0.005 0.020

***

(4)
14
Properties=species:S:1:pos:R:3:forces:R:3 method="wB97M-V/def2-TZVPD" lumo_energy_ha=0.024 orbital_gap_ev=8.703 total_energy_ev=-19641.3294 smiles="CSN(O)C(C)=O" spin_multiplicity=1 homo_energy_ev=-8.04
C -2.4333 -0.1497 -0.6075 2.372 -1.974 -2.084
S -1.4333 -0.9504 0.6472 -1.398 -1.004 1.140
N -0.1153 0.0302 0.7752 2.617 0.050 -1.876
O 0.3865 0.2474 2.0754 -0.131 1.161 -0.378
C 1.0452 -0.3758 -0.4430 -3.725 0.623 2.935
C 2.1204 0.5955 -0.3427 0.148 1.792 0.896
O 0.5662 -1.1807 -1.1460 1.289 -0.339 -1.456
H -2.8630 0.7654 -0.4010 -0.400 2.150 0.714
H -3.2646 -0.8268 -0.8028 0.231 -0.294 -0.177
H -1.6925 -0.1350 -1.5063 -1.840 0.269 1.163
H 0.5053 -0.5797 2.5341 -0.001 -0.858 0.014
H 2.8638 0.2197 0.3550 -0.131 0.087 0.551
H 2.7106 0.7898 -1.2244 -0.343 0.029 -0.655
H 1.6040 1.5502 0.0870 1.311 -1.693 -0.789

***

(5)
14
Properties=species:S:1:pos:R:3:forces:R:3 method="wB97M-V/def2-TZVPD" lumo_energy_ha=0.023 orbital_gap_ev=9.886 total_energy_ev=-19644.6032 smiles="N[C@@H](CS)C(=O)O" spin_multiplicity=1 homo_energy_ev=-9.25
N 0.0606 -0.9837 -1.2486 0.357 -0.099 0.630
C 0.1677 -0.3292 0.0479 0.299 -0.035 0.371
C 0.3239 1.2058 0.0971 0.025 -0.136 -1.972
S 1.8179 1.7353 -0.8490 -0.019 -0.196 -0.107
C -0.9434 -0.8574 0.9460 -0.137 0.589 -0.726
O -0.9749 -1.9617 1.3852 0.000 -0.314 0.582
O -1.9391 0.0576 1.1286 0.686 0.067 0.253
H -0.5913 -0.6948 -1.9586 -0.080 0.529 0.230
H 0.9926 -1.0860 -1.5937 0.071 -0.123 -0.736
H 1.0909 -0.7499 0.4430 -0.066 -0.172 0.386
H -0.5282 1.5585 -0.4915 0.079 0.511 0.371
H 0.4330 1.7474 1.0251 -0.509 -0.592 0.541
H 2.4460 0.5440 -0.8913 -0.073 0.191 0.092
H -2.3556 -0.1859 1.9596 -0.633 -0.220 0.086

***

(6)
14
Properties=species:S:1:pos:R:3:forces:R:3 method="wB97M-V/def2-TZVPD" lumo_energy_ha="0.029 / -0.126" orbital_gap_ev="4.809 / 5.509" total_energy_ev=-19637.6930 spin_multiplicity=3 homo_energy_ev="-4.01 / -8.93"
C -0.7523 -0.4841 -0.1089 0.451 -2.156 1.985
C -2.0135 -1.1846 0.2051 2.170 -1.446 -0.668
C 1.7642 1.3686 0.2600 0.585 1.418 1.117
N -0.6119 0.4504 -0.9368 0.029 3.367 -2.705
O 0.3321 -0.8989 0.6183 -0.836 0.792 1.929
O 2.4614 -0.8822 -0.8828 1.100 -0.152 -1.650
S 1.9518 -0.3880 0.3771 0.316 -0.828 0.032
H -1.9383 -2.2214 -0.1168 -0.260 -0.318 0.025
H -2.7848 -0.7080 -0.2980 -1.674 0.768 -0.632
H -2.0479 -1.1487 1.2535 -0.860 -0.132 1.544
H 0.6907 1.4812 -0.1195 0.035 -0.028 -0.058
H 2.5006 1.8829 -0.4568 -0.980 -1.166 1.115
H 1.9030 1.7508 1.3461 -0.440 -0.300 -1.888
H -1.4551 0.9821 -1.1406 0.364 0.182 -0.146

***

(7)
14
Properties=species:S:1:pos:R:3:forces:R:3 method="wB97M-V/def2-TZVPD" lumo_energy_ha="-0.136 / -0.341" orbital_gap_ev="11.241 / 4.947" total_energy_ev=-19635.9844 spin_multiplicity=2 total_charge=+1 homo_energy_ev="-14.93 / -14.21"
C -0.2497 -0.7013 -0.5311 1.098 -0.947 0.987
C -1.7015 -0.2068 -0.6848 -0.320 0.494 0.113
S -1.7129 1.2162 -1.7729 0.238 -0.549 0.227
N 0.1588 -0.5309 0.8271 0.023 -0.163 -0.092
C 1.4795 -0.4311 1.1774 0.602 1.694 0.709
O 1.6716 -0.3539 2.5132 -0.038 -0.746 -0.881
O 2.3718 -0.2426 0.4032 0.231 -0.558 -0.971
H -0.1817 -1.7729 -0.7718 -0.574 -0.047 -0.211
H 0.5709 -0.3279 -1.1594 -0.329 0.622 -0.067
H -2.0272 0.1736 0.2803 -0.138 0.141 -0.021
H -2.3977 -0.9984 -0.9524 0.090 0.077 -0.413
H -1.3331 0.5508 -2.8779 -0.079 0.022 -0.162
H -0.4426 -0.6993 1.6090 -0.624 -0.241 0.111
H 2.6471 -0.3831 2.5335 -0.179 0.199 0.673

***

(8)
14
Properties=species:S:1:pos:R:3:forces:R:3 method="wB97M-V/def2-TZVPD" lumo_energy_ha="-0.034 / -0.034" orbital_gap_ev="7.429 / 7.430" total_energy_ev=-10848.5907 spin_multiplicity=1 homo_energy_ev="-8.36 / -8.36"
C -1.1873 0.7316 0.0940 0.185 -0.913 -0.129
C 1.1244 0.6842 -1.0548 0.947 -1.237 0.476
N -1.6140 -0.4970 0.8375 0.076 -0.576 0.350
C -0.9037 -0.8027 -0.3043 -1.230 1.385 -0.490
O 0.9461 -0.9443 0.0997 -0.530 1.746 -0.093
O 1.0942 -0.6413 1.5027 0.240 -0.018 -0.462
O -1.0526 -1.5052 -1.2672 0.361 -0.082 0.132
H 1.4558 -1.4846 1.8141 0.081 0.133 -0.029
H -1.0912 -0.6082 1.7026 -0.035 0.039 -0.073
H -0.5340 1.3853 0.6579 0.195 -0.078 -0.093
H -1.9942 1.2280 -0.4333 -0.027 0.007 0.025
H 1.9576 0.9996 -0.4434 0.142 -0.136 -0.094
H 0.4915 1.4991 -1.3746 -0.597 -0.319 0.462
H 1.3075 -0.0446 -1.8308 0.193 0.051 0.016

***

(9)
14
Properties=species:S:1:pos:R:3:forces:R:3 method="wB97M-V/def2-TZVPD" lumo_energy_ha=0.025 orbital_gap_ev=10.593 total_energy_ev=-10853.7005 smiles="O=C(O)CCNO" spin_multiplicity=1 homo_energy_ev=-9.92
O 2.8986 -0.7005 -0.3998 -3.019 2.515 0.791
C 1.8956 0.0040 -0.0640 2.434 -4.177 -0.705
O 1.9916 1.2880 0.1379 2.468 1.034 -1.075
C 0.5699 -0.6095 0.2827 1.734 0.002 1.865
C -0.5785 0.2038 -0.2116 -0.668 0.673 6.348
N -1.8154 -0.4211 0.2262 -1.335 -2.617 -2.928
O -2.9485 0.3834 -0.3771 -1.001 -0.640 4.400
H 2.9557 1.3866 -0.1888 -1.615 0.596 0.841
H 0.5964 -1.5831 -0.1564 -0.095 -0.764 -0.191
H 0.7410 -0.7499 1.4311 -1.102 0.284 -1.778
H -0.3778 0.5269 -1.1038 0.181 0.434 -6.340
H -0.5022 1.2412 0.2027 -0.445 -0.800 0.870
H -1.8570 -1.5116 -0.3068 -0.118 4.120 1.689
H -3.5693 0.5416 0.5276 2.581 -0.662 -3.788

***

(10)
14
Properties=species:S:1:pos:R:3:forces:R:3 method="wB97M-V/def2-TZVPD" lumo_energy_ha=0.024 orbital_gap_ev=9.769 total_energy_ev=-10856.3948 smiles="N[C@@H](CO)C(=O)O" spin_multiplicity=1 homo_energy_ev=-9.13
N 1.3761 -0.1558 0.7611 0.123 -0.174 0.768
C 0.4122 0.1942 -0.2689 1.501 -1.370 -0.339
C -0.6853 -0.9396 -0.3754 1.374 0.113 1.379
O -0.2605 -1.9197 -1.2673 -1.001 -0.214 -2.002
C -0.3019 1.5063 -0.0869 -2.356 -0.626 -0.149
O -0.7530 2.2238 -0.9371 0.856 0.191 -0.038
O -0.8255 1.4948 1.1739 0.661 -0.249 0.754
H 2.3207 -0.3927 0.5149 -0.107 0.242 -0.515
H 1.3762 0.3428 1.6357 -0.394 0.119 -0.108
H 0.9601 0.0518 -1.2231 -0.605 0.932 0.251
H -1.6038 -0.4893 -0.7225 -0.352 -0.303 -0.459
H -0.8276 -1.3787 0.6260 -0.072 0.436 -0.192
H 0.4335 -2.5667 -1.1320 0.076 0.531 1.210
H -1.6213 2.0288 1.3019 0.296 0.372 -0.561

***

(11)
14
Properties=species:S:1:pos:R:3:forces:R:3 method="wB97M-V/def2-TZVPD" lumo_energy_ha=-0.018 orbital_gap_ev=9.044 total_energy_ev=-10853.2664 spin_multiplicity=1 homo_energy_ev=-9.53
C -0.2622 -0.0716 -1.0727 -1.979 0.349 1.148
C 1.6056 -0.7910 0.2291 -0.040 -0.116 0.293
N 0.9223 0.3011 -0.4261 0.225 1.019 2.091
C -1.3570 0.1375 0.1978 -0.468 -1.202 -2.724
O 0.0620 1.1554 0.9160 1.172 -0.451 -1.072
O -2.2316 1.1526 -0.0335 -0.006 0.105 0.346
O -1.6645 -0.8425 0.8298 0.404 0.732 0.366
H 0.1261 0.7516 1.7989 0.535 -0.254 -0.181
H -1.7438 1.9382 -0.3172 -0.043 -0.182 0.032
H -0.4994 0.6130 -1.8854 0.033 -0.155 -0.069
H -0.3475 -1.1233 -1.3396 0.170 0.034 -0.060
H 2.3713 -0.3931 0.8924 0.014 -0.035 -0.072
H 2.0902 -1.3688 -0.5653 -0.029 0.105 -0.003
H 0.9284 -1.4592 0.7759 0.012 0.052 -0.094

***

(12)
14
Properties=species:S:1:pos:R:3:forces:R:3 method="wB97M-V/def2-TZVPD" lumo_energy_ha="0.024 / -0.042" orbital_gap_ev="5.725 / 9.703" total_energy_ev=-10848.2938 spin_multiplicity=3 homo_energy_ev="-5.08 / -10.86"
C -0.5475 0.9815 -0.7564 -2.465 2.521 -0.918
C 0.1097 0.9749 -2.0536 -0.745 -0.230 -0.982
C -0.6465 -1.0966 1.7296 0.815 -3.575 -3.551
N 0.7571 0.6279 0.7689 1.880 -1.870 2.334
O -1.6550 1.0204 -0.3206 0.041 -0.854 -0.806
O 1.4920 -0.4173 0.0593 -0.880 1.035 1.461
O 0.0232 0.1289 1.8123 0.530 0.613 0.368
H 1.0036 1.6222 -1.8630 -0.781 -0.258 -0.899
H 0.5433 -0.0673 -2.1842 -0.795 1.143 -0.522
H -0.7326 1.3953 -2.7963 2.252 -1.041 0.827
H -0.3632 -1.8547 2.4814 0.322 0.814 -0.001
H -0.3760 -1.6202 0.6678 -0.453 1.163 2.509
H -1.7275 -1.0971 1.6874 -0.267 1.129 0.291
H 2.1194 -0.5979 0.7673 0.546 -0.591 -0.112